(1)
DFT (ωB97M-V/def2-TZVPD) results for a 3-piece molecular cluster, C2H8ClN2 overall.

```
13
Properties=species:S:1:pos:R:3:forces:R:3
C 1.4959 1.3940 0.3513 -0.244 -1.475 0.090
C -2.4928 -0.5850 -0.3378 1.225 -0.014 -1.723
N -1.6205 0.1097 0.2499 0.207 0.806 1.631
N 2.2829 0.5442 -0.2043 -0.512 0.434 0.102
Cl 0.8834 -2.0761 -0.2228 1.052 -0.907 -0.598
H 1.5334 2.4457 0.3254 1.115 1.217 -0.235
H 0.6334 1.0530 0.9176 -0.036 -0.612 -0.473
H -3.5729 -0.6327 -0.2876 -0.192 0.160 0.692
H -2.0224 -1.1206 -1.1892 -0.792 -0.200 0.334
H -1.9075 0.7063 1.0583 -0.510 -0.682 -0.869
H -0.2727 -2.2045 0.2315 -1.155 0.193 0.528
H 1.8705 -0.4584 -0.2434 1.134 1.453 0.262
H 3.1894 0.8244 -0.6490 -1.292 -0.373 0.257
```
Positions in Å, forces in eV/Å.

## Properties
HOMO energy, eV: -13.90
Total charge: +1
Kohn-Sham gap, eV: 8.83
E_tot, eV: -17697.777
Energy above the lowest of the compared OMol25 structures with the same formula, charge and spin, eV: 0.8142
E_LUMO, eV: -5.070

=====

(2)
DFT (ωB97M-V/def2-TZVPD) results for CH3Cl2OPS as an isolated structure.

```
9
Properties=species:S:1:pos:R:3:forces:R:3
C 0.2983 -0.8919 -0.6857 -2.789 1.822 -1.480
O 0.4799 -0.8056 1.9723 1.647 -0.375 1.372
P -0.5315 -0.6539 0.9663 -3.432 1.351 -0.677
S -2.4407 -0.2429 1.3401 2.488 -0.643 -1.130
Cl -0.2914 -2.5238 -1.0630 0.119 -0.149 -0.480
Cl 0.5429 2.4277 -0.1224 0.061 0.684 -0.121
H 1.3060 -0.9066 -0.4589 2.080 -0.264 0.469
H 0.1364 -0.1016 -1.5529 -0.162 -1.809 1.920
H 0.5000 3.6987 -0.3958 -0.013 -0.618 0.128
```
Positions in Å, forces in eV/Å.

## Properties
HOMO energy, eV: -9.81
Total charge: 0
Kohn-Sham gap, eV: 9.25
E_tot, eV: -48302.117
Energy above the lowest of the compared OMol25 structures with the same formula, charge and spin, eV: 2.5357
E_LUMO, eV: -0.561

=====

(3)
DFT (ωB97M-V/def2-TZVPD) results for a 7-piece molecular cluster, C3H21NO7S overall.

```
33
Properties=species:S:1:pos:R:3:forces:R:3
N -0.4163 -0.3057 -0.2661 -0.583 -0.643 1.162
C -1.3290 0.1850 -1.2650 0.650 0.435 -0.794
C -1.3009 1.7060 -1.3448 0.755 0.413 -0.634
O 0.0084 2.1542 -1.7891 0.246 -0.113 0.472
C -2.7495 -0.3425 -1.0618 0.483 0.789 0.685
S -2.8242 -2.0959 -0.6776 -0.333 -0.726 -0.288
H -0.7280 -0.0586 0.6634 -0.144 -0.021 0.236
H 0.5732 -0.1486 -0.2787 0.265 0.367 -0.847
H -0.9405 -0.1287 -2.2376 -0.202 -0.424 -0.147
H -1.5310 2.0753 -0.3417 0.098 0.424 -0.127
H -1.8722 2.1927 -2.1377 -1.029 -0.500 0.470
H 0.5950 1.3967 -1.9131 0.031 -0.266 -0.217
H -3.3805 0.0543 -1.8588 0.016 -0.666 -0.308
H -3.1764 0.1015 -0.1531 0.205 0.147 -0.020
H -1.6519 -2.5481 -1.1743 -0.233 0.451 -0.024
O 1.4725 2.7656 0.3504 0.454 -1.083 -0.360
H 1.0678 2.5981 -0.5351 -0.099 0.130 0.534
H 1.2304 3.6519 0.5482 -0.268 1.170 0.250
O 0.2175 -2.7730 2.2270 0.081 -0.063 0.082
H 0.6182 -3.0864 1.4125 -0.082 0.094 -0.083
H -0.1049 -1.8797 2.0434 0.006 -0.058 0.075
O 3.4001 -0.9732 -0.1746 0.965 -0.313 0.406
H 3.8435 -0.3681 0.4348 -0.420 0.249 0.022
H 4.1616 -1.5147 -0.4289 -0.308 -0.285 -0.054
O 1.9220 1.3164 2.9399 0.172 -0.142 -0.033
H 2.0846 0.9476 2.0631 -0.067 0.054 0.005
H 1.8277 2.2532 2.7417 -0.097 0.059 -0.028
O -0.5241 -0.0444 3.1097 -0.368 -0.085 -0.296
H -0.8051 -0.3846 3.9626 0.069 -0.053 0.012
H 0.3200 0.4076 3.2461 0.207 0.167 0.117
O 2.4988 0.0727 -2.4772 -1.204 0.256 -0.720
H 3.2412 0.6466 -2.6595 0.348 -0.191 0.214
H 2.7598 -0.6851 -1.9481 0.388 0.428 0.239
```
Positions in Å, forces in eV/Å.

## Properties
HOMO energy, eV: -8.61
Total charge: 0
Kohn-Sham gap, eV: 8.63
E_tot, eV: -30109.350
Energy above the lowest of the compared OMol25 structures with the same formula, charge and spin, eV: 0.0000
E_LUMO, eV: 0.019
SMILES: N[C@H](CO)CS.O.O.O.O.O.O

=====

(4)
DFT (ωB97M-V/def2-TZVPD) results for C5H6ClN as an isolated structure.

```
13
Properties=species:S:1:pos:R:3:forces:R:3
C 3.0198 0.9664 -0.2929 0.540 1.076 0.244
C 0.0922 0.4981 -0.2901 1.365 -1.913 -0.172
C 0.9891 -0.3947 0.1706 2.642 0.348 -1.158
C -1.2610 0.4214 0.3986 1.211 0.432 1.023
C 2.7908 -0.3961 -0.4326 -3.918 -1.850 1.877
N 2.9612 2.1056 -0.2766 0.378 1.217 0.059
Cl 3.7246 -1.5301 0.6053 -0.387 0.708 -0.555
H 0.4325 1.1053 -1.1530 -0.764 0.030 0.795
H 0.8948 -1.0996 1.0201 0.012 0.452 -0.763
H -1.2646 -0.5951 0.8214 -0.748 0.419 -0.194
H -2.1659 0.7028 -0.1190 0.032 -0.213 -0.493
H -1.1652 1.1026 1.2628 -0.337 -0.142 -0.225
H 2.8437 -0.6722 -1.4634 -0.027 -0.563 -0.438
```
Positions in Å, forces in eV/Å.

## Properties
HOMO energy, eV: -10.00
Total charge: 0
Kohn-Sham gap, eV: 10.79
E_tot, eV: -19292.034
Energy above the lowest of the compared OMol25 structures with the same formula, charge and spin, eV: 2.5853
E_LUMO, eV: 0.790